# 1
Here is a molecular structure, C8H16Br6O3 from OMol25. Energies are from the ωB97M-V functional and the def2-TZVPD basis.

XYZ file:
```
33
Properties=species:S:1:pos:R:3
C -16.1253 -8.9918 8.8789
O -16.8080 -7.8077 8.5363
C -16.1080 -6.6318 8.8234
C -16.8387 -5.4670 8.1143
O -16.9229 -5.6317 6.7069
C -15.7051 -5.7816 6.0315
C -14.8818 -4.5081 6.0305
O -14.0518 -4.4208 7.2048
C -13.2492 -3.2442 7.0914
H -15.1109 -9.0012 8.4167
H -16.7333 -9.7508 8.3776
H -16.0245 -9.1419 9.9624
H -15.0537 -6.6964 8.5728
H -16.0899 -6.3742 9.8975
H -16.3070 -4.5387 8.3650
H -17.8659 -5.4416 8.5068
H -15.9763 -6.0422 5.0111
H -15.1508 -6.6510 6.4193
H -15.6136 -3.6884 6.0684
H -14.2464 -4.2679 5.1611
H -13.7895 -2.3199 7.0047
H -12.6277 -3.3156 6.1990
H -12.5605 -3.1600 7.9203
C -13.4404 -6.7475 0.4989
Br -14.4998 -5.1912 1.2037
Br -14.5591 -8.2993 0.2022
Br -11.9355 -7.2685 1.6622
H -13.0026 -6.3735 -0.4085
C -12.4252 -2.5863 2.8395
Br -12.4793 -0.9938 4.0207
Br -10.9665 -3.7322 3.3126
Br -12.1327 -2.1021 0.9816
H -13.3872 -3.0278 2.8985
```

Properties
E (a.u.): -15984.118124

***

# 2
Here is a molecular structure, C33H47Ge2InN4O2S from OMol25. Energies are from the ωB97M-V functional and the def2-TZVPD basis.

XYZ file:
```
90
Properties=species:S:1:pos:R:3
In -10.2148 3.7984 14.2932
C -14.3637 4.6855 12.4697
C -12.9509 4.9740 12.9793
O -12.2346 3.9399 13.0712
C -12.5195 6.2959 13.2110
C -11.2443 6.7777 13.6216
C -11.1622 8.2092 13.9390
N -10.1895 5.9983 13.8272
N -9.0048 6.6639 14.1666
C -8.1053 5.8358 14.6255
O -8.1813 4.5669 14.7502
C -6.7547 6.4444 15.0561
C -6.3937 7.7281 14.7358
C -5.3063 8.3241 15.2983
C -4.4529 7.6356 16.1767
C -4.8225 6.3085 16.4588
C -5.9590 5.7340 15.9425
H -14.2803 4.4615 11.4066
H -15.0161 5.5315 12.6414
H -14.8108 3.7767 12.9210
H -13.2918 7.0002 13.1870
H -12.0181 8.6653 13.4985
H -10.2700 8.6661 13.3654
H -11.0950 8.4514 14.9926
H -7.0976 8.2763 14.1950
H -5.0806 9.4087 14.9871
H -3.5289 7.9862 16.5551
H -4.2744 5.7298 17.1868
H -6.3079 4.7243 16.3048
C -7.1696 -0.0681 12.0923
N -7.0193 1.3500 12.4573
C -6.1055 1.6659 13.5045
C -6.8997 2.2194 11.2561
C -7.5103 3.6006 11.3813
N -8.9768 3.5877 11.4642
C -9.6021 4.8469 11.0832
C -9.6381 2.4813 10.7947
H -6.2738 -0.5009 11.6046
H -8.0808 -0.1131 11.5024
H -7.4163 -0.6199 13.0358
H -5.0138 1.5557 13.3618
H -6.3778 1.0402 14.3804
H -6.2190 2.6893 13.9031
H -7.3139 1.6197 10.3785
H -5.8328 2.3561 10.9806
H -7.1819 4.1127 10.4654
H -7.0364 4.1607 12.2186
H -9.5125 4.8764 10.0236
H -9.1117 5.7274 11.5618
H -10.6518 4.8388 11.4468
H -9.3163 2.4497 9.7526
H -10.7305 2.7687 10.8696
H -9.4732 1.5674 11.3316
C -15.1652 3.3973 19.2021
Ge -13.6606 2.2104 18.7190
C -12.2829 2.3385 20.1246
C -14.4876 0.4319 18.8776
Ge -12.9032 2.6778 16.5145
C -14.5212 3.6314 15.8747
C -14.5414 5.0277 15.9782
C -15.6751 5.7778 15.6552
C -16.8236 5.1607 15.1722
C -16.7873 3.7538 15.0794
C -15.6665 3.0073 15.4247
C -12.6886 1.1024 15.4179
C -13.1497 0.9709 14.1005
C -13.0068 -0.2210 13.4220
C -12.4568 -1.3301 14.0544
C -12.1979 -1.2761 15.4015
C -12.2761 -0.0708 16.0702
H -15.3597 3.3351 20.2387
H -16.0479 3.1870 18.5822
H -14.8484 4.4190 18.9656
H -12.8015 2.3773 21.1340
H -11.6910 3.2271 19.9158
H -11.5746 1.5535 20.0588
H -15.1877 0.3818 19.7144
H -13.7661 -0.3588 19.0153
H -15.0339 0.1859 17.9467
H -13.6580 5.5138 16.2969
H -15.5828 6.8893 15.7680
H -17.7158 5.7949 14.9306
H -17.6239 3.1762 14.6969
H -15.7229 1.9126 15.2811
H -13.5239 1.8221 13.5978
H -13.3376 -0.2573 12.3764
H -12.4230 -2.3291 13.5962
H -11.8197 -2.1453 15.9392
H -11.9998 -0.1288 17.1292
S -11.2087 4.0849 16.6106
```

Properties
E (a.u.): -6397.370862
Total charge: -1
Multiplicity: 2

***

# 3
Here is 3 unconnected molecules or ions with the total composition C12H31FO11P2 from OMol25. Energies are from the ωB97M-V functional and the def2-TZVPD basis.

XYZ file:
```
57
Properties=species:S:1:pos:R:3
C -0.0558 3.0224 -0.0555
O 0.5366 1.6845 -0.2090
C -0.3981 0.7220 -0.8120
C -1.6668 0.3119 0.1964
O -2.9190 0.8565 -0.3511
C -4.0913 0.0466 0.0142
F -4.0754 -0.4958 1.3932
C -5.4117 1.0645 -0.0590
C -5.2085 2.3254 -1.0896
O -6.5534 2.9645 -1.2685
H 0.2610 3.4169 1.0159
H 0.4572 3.7638 -0.8323
H -1.2234 3.0595 -0.1467
H 0.2268 -0.2769 -1.0034
H -0.7964 1.0403 -1.8827
H -1.4408 0.8727 1.2250
H -1.6721 -0.8481 0.3779
H -4.3297 -0.8384 -0.7220
H -6.3820 0.4876 -0.4239
H -5.6708 1.5268 1.0071
H -4.4574 3.1073 -0.6094
H -4.7911 1.9376 -2.1355
H -6.5209 3.8729 -0.8024
C 5.6320 2.6409 5.1794
O 4.3252 2.2194 4.8498
P 3.9844 1.8661 3.3180
O 5.0777 1.2037 2.5426
O 3.4595 3.2587 2.6999
C 4.3667 4.3312 2.5997
O 2.6292 1.0088 3.4539
C 2.0270 0.5672 2.2561
H 5.8869 2.2406 6.1639
H 6.3709 2.2860 4.4572
H 5.6623 3.7319 5.2278
H 5.3930 3.9803 2.4539
H 4.3082 4.9316 3.5103
H 4.0848 4.9561 1.7490
H 2.6836 -0.1413 1.7456
H 1.8127 1.4150 1.5999
H 1.0874 0.0666 2.5008
C -1.5724 -4.8793 -0.9445
O -0.3698 -5.2295 -1.5966
P 0.2771 -4.1950 -2.6447
O 0.1432 -2.7466 -2.2989
O -0.3629 -4.6180 -4.0619
C -1.7495 -4.4543 -4.2461
O 1.7902 -4.7291 -2.7689
C 2.6391 -4.0474 -3.6673
H -1.5401 -5.2713 0.0752
H -1.7119 -3.7968 -0.8971
H -2.4169 -5.3345 -1.4669
H -2.1393 -3.6174 -3.6585
H -2.2573 -5.3767 -3.9559
H -1.9467 -4.2631 -5.3036
H 2.7968 -3.0208 -3.3281
H 2.2100 -4.0452 -4.6729
H 3.6020 -4.5624 -3.6978
```

Properties
E (a.u.): -2086.057214
SMILES string: COCCO[C@@H](F)CCO.COP(=O)(OC)OC.COP(=O)(OC)OC

***

# 4
Here is 10 unconnected molecules or ions with the total composition C41H54BrF28IN4O19P from OMol25. Energies are from the ωB97M-V functional and the def2-TZVPD basis.

XYZ file:
```
149
Properties=species:S:1:pos:R:3
C -4.0975 3.5054 -0.7449
C -3.4197 2.0818 -0.9818
C -3.6187 1.4686 -2.4552
Br -5.3136 2.1849 -3.1797
N -3.6391 -0.0329 -2.2832
C -4.7562 -0.8451 -2.5801
N -4.5305 -2.2230 -2.3038
C -3.1644 -2.1554 -1.8226
N -2.6461 -3.3348 -1.4485
F -3.4694 -4.3967 -1.5335
N -2.6140 -0.8412 -1.8305
P -0.9523 -0.3906 -1.3527
O -0.4803 1.0616 -2.1577
I 0.6633 -2.0682 -2.2163
H -3.9141 4.2614 -1.5688
H -5.2087 3.3655 -0.5233
H -3.6598 3.9713 0.2042
H -3.9154 1.3586 -0.2543
H -2.3276 2.1404 -0.6860
H -2.8009 1.7680 -3.1846
H -5.7852 -0.5982 -2.9598
H -1.6959 -3.4014 -1.0648
H -0.3984 0.8236 -3.1144
C -7.9602 8.2985 2.0644
C -6.6879 8.4853 1.2592
O -5.5689 7.8432 1.8998
C -5.5164 6.5095 1.7883
O -6.3309 5.8426 1.1982
C -4.2688 5.9639 2.4847
F -4.1178 6.4519 3.7270
F -3.1405 6.2731 1.8155
F -4.2809 4.6217 2.6049
H -7.8179 8.6539 3.0882
H -8.7882 8.8417 1.6097
H -8.2319 7.2562 2.1291
H -6.4479 9.5489 1.2015
H -6.7991 8.1261 0.2356
C -4.0905 9.9184 -4.8452
C -5.0212 8.7211 -4.8418
O -5.9009 8.7491 -3.7050
C -6.9216 9.6211 -3.7773
O -7.1265 10.3488 -4.7084
C -7.7952 9.5330 -2.5303
F -7.0731 9.5739 -1.3924
F -8.5026 8.3875 -2.4944
F -8.6837 10.5311 -2.4524
H -3.5364 9.9736 -3.9052
H -3.3832 9.8551 -5.6731
H -4.6452 10.8539 -4.9407
H -4.4333 7.8045 -4.7592
H -5.5970 8.6510 -5.7684
C 2.6043 2.0620 -1.4671
C 2.3636 1.9038 0.0220
O 3.4064 2.5270 0.7860
C 3.3559 3.8686 0.8567
O 2.5134 4.5432 0.3317
C 4.4938 4.4062 1.7181
F 5.6868 3.8873 1.3756
F 4.3106 4.1211 3.0213
F 4.6213 5.7370 1.6317
H 3.5903 1.6767 -1.7378
H 1.8439 1.5301 -2.0396
H 2.5836 3.1122 -1.7656
H 2.3774 0.8426 0.2814
H 1.3865 2.2946 0.3197
C 1.5610 -3.4180 4.1076
C 2.5763 -3.7807 3.0414
O 2.1058 -4.8726 2.2280
C 1.1716 -4.5672 1.3215
O 0.7166 -3.4652 1.1532
C 0.7848 -5.7982 0.5093
F 0.5127 -6.8595 1.2836
F 1.7696 -6.1741 -0.3265
F -0.3078 -5.5929 -0.2521
H 1.3098 -4.2946 4.7090
H 1.9505 -2.6365 4.7608
H 0.6284 -3.0606 3.6654
H 3.4963 -4.1191 3.5182
H 2.8358 -2.9219 2.4169
C 7.4996 6.3897 4.0816
C 6.6312 5.5556 5.0037
O 7.2634 5.3655 6.2802
C 7.2373 6.4226 7.1093
O 6.7309 7.4786 6.8460
C 7.9095 6.0835 8.4356
F 9.1128 5.5051 8.2664
F 7.1687 5.2270 9.1642
F 8.1097 7.1652 9.2006
H 8.4905 5.9406 3.9811
H 7.0440 6.4741 3.0939
H 7.6476 7.3968 4.4766
H 6.4934 4.5627 4.5714
H 5.6367 5.9917 5.1305
C 2.3575 -8.9439 -1.6504
C 3.6260 -8.7670 -2.4627
O 4.7384 -9.4312 -1.8413
C 4.7667 -10.7680 -1.9720
O 3.9392 -11.4086 -2.5592
C 6.0067 -11.3494 -1.3013
F 6.1785 -10.8830 -0.0508
F 7.1283 -11.0486 -1.9829
F 5.9605 -12.6856 -1.2080
H 2.5111 -8.6034 -0.6242
H 1.5338 -8.3823 -2.0933
H 2.0634 -9.9940 -1.5939
H 3.8819 -7.7064 -2.5097
H 3.5011 -9.1130 -3.4922
C 4.4645 -13.9206 -5.5662
C 5.7362 -13.1972 -5.9647
O 5.6797 -12.7600 -7.3332
C 4.9185 -11.6803 -7.5708
O 4.3050 -11.0826 -6.7278
C 4.9669 -11.3014 -9.0473
F 4.7493 -12.3557 -9.8536
F 6.1649 -10.7930 -9.3915
F 4.0499 -10.3773 -9.3704
H 4.2676 -14.7509 -6.2485
H 4.5422 -14.3056 -4.5487
H 3.5973 -13.2589 -5.6154
H 6.5822 -13.8833 -5.8903
H 5.9482 -12.3531 -5.3030
C -12.3371 3.7319 -0.4169
C -12.5896 3.5908 1.0718
O -11.5328 4.1933 1.8377
C -11.5473 5.5352 1.8991
O -12.3677 6.2298 1.3658
C -10.3998 6.0477 2.7629
F -9.2209 5.4881 2.4300
F -10.5946 5.7771 4.0662
F -10.2423 7.3837 2.6665
H -11.3600 3.3188 -0.6790
H -13.1083 3.2153 -0.9898
H -12.3294 4.7802 -0.7223
H -12.6045 2.5323 1.3389
H -13.5571 4.0088 1.3615
C 9.4439 -3.8804 2.9277
C 8.4847 -5.0550 2.9355
O 7.6230 -5.0155 4.0867
C 6.6244 -4.1222 4.0404
O 6.4183 -3.3782 3.1186
C 5.7707 -4.2034 5.3014
F 6.5072 -4.1917 6.4241
F 5.0365 -5.3322 5.3401
F 4.9000 -3.1822 5.4093
H 10.0134 -3.8468 3.8593
H 10.1367 -3.9537 2.0885
H 8.9108 -2.9307 2.8486
H 9.0512 -5.9858 3.0015
H 7.8932 -5.1034 2.0175
```

Properties
E (a.u.): -9252.358380
Total charge: +1